# 1
C12H21AlBClCsF4LiN3O7S | ωB97M-V/def2-TZVPD

Output
Kohn-Sham gap ... 1.339 eV
ΔE to the lowest compared entry with this formula, charge and spin ... 0.0 kJ/mol
Max |F| ... 0.1593 hartree/bohr
Highest occupied orbital energy ... -8.3 eV

Structure (ORCA input):
```
! RIJCOSX wB97M-V def2-TZVPD def2/J DEFGRID3
* xyz 1 1
C 1.874 -0.220 2.698
C 2.912 0.902 2.223
C 3.457 0.682 0.761
N 2.687 1.354 -0.309
N 1.524 0.619 -0.527
C 0.327 1.050 0.044
N -0.733 0.109 -0.266
C -0.077 -0.876 -1.066
S -0.951 -2.345 -1.709
O -0.427 -2.779 -2.980
O -2.383 -2.149 -1.719
C -0.543 -3.649 -0.435
F -0.913 -4.867 -0.842
F 0.804 -3.523 -0.191
F -1.208 -3.296 0.698
C 1.379 -0.581 -1.285
B 2.447 -1.429 -2.144
C 3.863 -1.993 -1.634
O 2.096 -1.674 -3.468
H 0.889 0.300 2.853
H 2.140 -0.683 3.671
H 1.710 -0.969 1.878
H 3.787 0.807 2.917
H 2.421 1.902 2.343
H 3.500 -0.426 0.597
H 4.525 1.025 0.754
H 2.443 2.315 -0.057
H 0.271 2.003 0.704
H -1.713 0.205 0.085
H 3.723 -2.469 -0.626
H 4.585 -1.134 -1.633
H 4.250 -2.756 -2.358
H 2.253 -2.633 -3.590
O -6.545 -1.959 -4.615
C -6.262 -0.845 -4.128
C -4.567 -0.820 -3.822
O -4.270 0.294 -3.318
H -6.721 -0.570 -3.163
H -6.440 0.050 -4.748
H -4.100 -1.083 -4.786
H -4.373 -1.719 -3.217
Cs -1.300 2.614 -0.774
Li 4.611 -2.429 0.823
Cl 0.427 -5.855 0.739
C -2.597 5.307 4.990
C -2.038 4.864 3.633
O -2.658 3.954 3.059
O -0.994 5.504 3.274
H -3.484 4.732 5.248
H -1.847 5.160 5.767
H -2.862 6.363 4.950
Al 5.542 -3.069 3.173
F -0.442 6.686 1.529
*
```


# 2
C12H21BN4O3PPtS4 | ωB97M-V/def2-TZVPD

Output
Kohn-Sham gap (alpha / beta) ... 4.500 / 5.742 eV
ΔE to the lowest compared entry with this formula, charge and spin ... 200.6 kJ/mol
Max |F| ... 0.0362 hartree/bohr
Highest occupied orbital energy (alpha / beta) ... 0.2 / -1.0 eV
<S²> ... 0.7897

Structure (ORCA input):
```
! RIJCOSX wB97M-V def2-TZVPD def2/J DEFGRID3
* xyz -2 2
Pt 1.017 -0.555 0.556
B 3.952 -3.131 0.444
N 4.158 -1.603 0.468
C 5.391 -1.098 0.342
C 5.327 0.272 0.499
C 3.977 0.520 0.720
N 3.292 -0.621 0.697
N 2.484 -3.581 0.384
C 2.146 -4.875 0.473
C 0.790 -4.997 0.250
C 0.367 -3.690 0.041
N 1.401 -2.855 0.114
H 4.516 -3.548 -0.541
H 4.443 -3.586 1.452
H 6.229 -1.741 0.155
H 6.133 0.980 0.455
H 3.481 1.457 0.875
H 2.887 -5.626 0.679
H 0.189 -5.884 0.249
H -0.624 -3.342 -0.160
C -3.094 4.700 1.214
C -2.190 3.821 2.071
O -0.979 3.511 1.430
P -0.902 2.463 0.135
S 1.076 2.003 0.201
S -1.247 -0.763 0.414
O -0.896 3.693 -1.061
C -0.537 3.363 -2.373
C -1.711 3.506 -3.339
H -3.994 4.975 1.764
H -3.364 4.154 0.314
H -2.557 5.600 0.918
H -2.726 2.904 2.354
H -1.907 4.353 2.990
H -0.144 2.341 -2.427
H 0.275 4.040 -2.675
H -2.538 2.876 -3.019
H -1.393 3.206 -4.336
H -2.053 4.539 -3.366
C -4.283 -1.518 -0.621
O -4.576 -2.508 0.341
C -3.474 -3.085 0.928
S -3.310 -4.748 0.807
S -2.379 -2.120 1.817
H -5.221 -1.288 -1.125
H -3.561 -1.891 -1.354
H -3.869 -0.621 -0.155
*
```


# 3
C12H21BrN3NaO3 | ωB97M-V/def2-TZVPD

Output
Kohn-Sham gap ... 8.475 eV
ΔE to the lowest compared entry with this formula, charge and spin ... 0.0 kJ/mol
Max |F| ... 0.0110 hartree/bohr
Highest occupied orbital energy ... -8.5 eV

Structure (ORCA input):
```
! RIJCOSX wB97M-V def2-TZVPD def2/J DEFGRID3
* xyz 0 1
Na -0.724 -0.390 -0.226
N 1.442 0.117 -1.390
C 2.105 0.887 -0.351
C 1.432 2.242 -0.156
N 0.044 2.131 0.264
C -0.261 2.440 1.648
C -0.032 1.263 2.587
N -0.866 0.130 2.198
H 1.548 -0.883 -1.257
H 1.739 0.365 -2.323
H 3.176 1.045 -0.538
H 2.039 0.314 0.577
H 1.483 2.798 -1.098
H 2.007 2.829 0.573
H -0.597 2.587 -0.363
H -1.314 2.729 1.704
H 0.316 3.303 2.016
H -0.198 1.597 3.620
H 1.011 0.942 2.537
H -1.831 0.268 2.474
H -0.562 -0.731 2.635
C -3.915 0.191 -0.568
O -2.759 0.826 -1.128
H -4.527 -0.267 -1.348
H -4.517 0.910 -0.010
H -3.556 -0.606 0.078
H -3.021 1.310 -1.914
Br -3.916 -7.298 0.577
C -2.239 -6.453 0.308
C -1.097 -7.231 0.197
C 0.122 -6.601 0.000
C 0.195 -5.218 -0.082
C -0.957 -4.451 0.031
C -2.183 -5.074 0.227
C -0.888 -2.935 -0.054
O -1.967 -2.304 0.062
O 0.247 -2.425 -0.226
H -1.164 -8.308 0.262
H 1.020 -7.199 -0.088
H 1.140 -4.715 -0.233
H -3.077 -4.472 0.312
*
```


# 4
C12H21Cl10N4OP | ωB97M-V/def2-TZVPD

Output
Kohn-Sham gap ... 9.361 eV
ΔE to the lowest compared entry with this formula, charge and spin ... 144.8 kJ/mol
Max |F| ... 0.0485 hartree/bohr
Highest occupied orbital energy ... -9.0 eV
SMILES ... N#C[C@H](CCC(N)=O)[C@@H](C#N)[PH2]=N.ClCCl.ClCCl.ClCCl.ClCCl.ClCCl

Structure (ORCA input):
```
! RIJCOSX wB97M-V def2-TZVPD def2/J DEFGRID3
* xyz 0 1
N -2.073 1.882 2.087
C -1.018 2.338 2.033
C 0.263 3.158 2.269
C 0.435 4.412 1.308
C -0.913 5.054 0.813
C -1.106 4.806 -0.727
N -2.336 4.432 -1.332
O -0.146 4.985 -1.459
C 1.496 2.169 1.951
C 1.769 1.194 3.128
N 1.876 0.462 4.009
P 1.057 1.078 0.454
N 0.541 1.903 -0.794
H 0.415 3.489 3.325
H 1.137 4.146 0.479
H 0.968 5.198 1.919
H -0.795 6.171 0.922
H -1.807 4.789 1.437
H -3.101 4.330 -0.665
H -2.214 3.614 -1.928
H 2.407 2.782 1.706
H 0.055 0.120 0.837
H 2.206 0.329 0.068
H 1.148 1.787 -1.608
C -1.134 -0.106 -3.335
Cl 0.406 0.482 -3.977
Cl -2.269 1.223 -3.060
H -1.570 -0.801 -4.048
H -0.948 -0.611 -2.390
C 1.137 -3.340 -3.064
Cl 0.479 -2.201 -1.881
Cl -0.003 -3.618 -4.388
H 2.057 -2.930 -3.471
H 1.338 -4.280 -2.570
C 3.284 -5.681 -0.756
Cl 3.660 -4.858 -2.277
Cl 2.834 -4.525 0.503
H 2.455 -6.364 -0.920
H 4.160 -6.235 -0.429
C -5.007 3.326 3.455
Cl -4.548 4.174 1.974
Cl -5.437 4.461 4.740
H -5.863 2.691 3.245
H -4.167 2.720 3.785
C 1.776 -9.764 -0.249
Cl 3.310 -9.166 -0.895
Cl 0.635 -8.441 0.025
H 1.343 -10.461 -0.960
H 1.965 -10.267 0.695
*
```


# 5
C12H21Cl2FN3O3S | ωB97M-V/def2-TZVPD

Output
Kohn-Sham gap ... 7.709 eV
Max |F| ... 0.1802 hartree/bohr
Highest occupied orbital energy ... -12.2 eV
SMILES ... CCCCNC1=[N+](CC)[C@H](S(=O)(=O)F)O[C@@H](/C(Cl)=C(\C)Cl)N1

Structure (ORCA input):
```
! RIJCOSX wB97M-V def2-TZVPD def2/J DEFGRID3
* xyz 1 1
C 4.932 -0.910 0.212
C 3.851 -2.078 0.646
C 3.240 -2.698 -0.744
C 1.693 -2.165 -1.068
N 1.535 -0.669 -0.921
C 0.282 -0.076 -0.912
N -1.040 -0.792 -1.054
C -2.174 -0.101 -0.333
C -3.667 -0.787 -0.643
Cl -4.022 -1.492 -2.336
C -4.729 -0.860 0.440
C -4.546 -0.289 1.966
Cl -6.362 -1.692 0.049
O -2.254 1.351 -0.505
C -1.110 1.916 -1.228
S -1.334 3.788 -1.227
O -1.864 4.156 0.212
O 0.037 4.525 -1.494
F -2.442 4.371 -2.400
N 0.248 1.432 -0.811
C 0.736 1.965 0.505
C -0.063 1.440 1.836
H 4.761 0.119 0.786
H 6.023 -1.319 0.326
H 4.773 -0.670 -0.926
H 3.016 -1.677 1.398
H 4.447 -2.924 1.228
H 3.889 -2.507 -1.700
H 3.164 -3.872 -0.616
H 1.015 -2.684 -0.248
H 1.322 -2.579 -2.121
H 2.385 -0.034 -0.837
H -1.029 -1.764 -0.677
H -1.997 -0.301 0.831
H -5.489 0.234 2.421
H -3.681 0.532 1.975
H -4.128 -1.174 2.649
H -1.248 1.588 -2.368
H 0.808 3.136 0.587
H 1.859 1.576 0.628
H 0.437 1.883 2.812
H -1.186 1.842 1.829
H -0.086 0.262 1.834
*
```


# 6
C12H21N7O3 | ωB97M-V/def2-TZVPD

Output
Kohn-Sham gap ... 9.315 eV
ΔE to the lowest compared entry with this formula, charge and spin ... 164.4 kJ/mol
Max |F| ... 0.0791 hartree/bohr
Highest occupied orbital energy ... -8.9 eV
SMILES ... [H]/N=C(/N)NCCC[C@H](N)C(=O)N[C@@H](Cc1c[nH]cn1)C(=O)O

Structure (ORCA input):
```
! RIJCOSX wB97M-V def2-TZVPD def2/J DEFGRID3
* xyz 0 1
C 0.370 -0.953 0.581
C -1.047 -1.234 -0.005
C 1.465 -1.298 -0.431
C 2.886 -1.055 0.005
C 3.234 0.372 0.199
C 5.587 0.536 -0.369
C -3.374 -0.889 0.175
C -3.737 -2.275 -0.335
C -3.550 0.129 -1.019
C -3.568 1.515 -0.410
C -4.469 2.591 -0.694
C -3.003 3.201 0.860
H 1.582 -1.584 2.097
H -0.192 -1.207 2.500
H 0.424 0.160 0.720
H 1.230 -0.720 -1.294
H 1.261 -2.307 -0.840
H 3.158 -1.688 0.883
H 3.457 -1.509 -0.834
H 3.038 0.975 -0.703
H 2.643 0.756 0.993
H 4.852 0.336 1.523
H 6.611 -0.427 0.759
H 4.978 2.124 -1.477
H 6.125 1.034 -2.243
H -1.975 -0.044 1.350
H -4.107 -0.656 0.961
H -4.520 0.012 -1.561
H -2.789 0.025 -1.757
H -5.370 2.596 -1.339
H -2.463 3.912 1.466
H -4.441 4.554 0.191
H -3.600 -4.086 -0.013
N 0.486 -1.726 1.784
N 4.606 0.691 0.568
N 6.694 -0.049 -0.180
N 5.281 1.115 -1.626
N -2.089 -0.840 0.763
N -2.684 1.925 0.527
N -4.035 3.635 0.103
O -1.224 -1.857 -1.030
O -4.454 -2.491 -1.263
O -3.277 -3.300 0.413
*
```


Number 1: electronic energy -2712.58749 Eh. Number 2: electronic energy -2992.95932 Eh. Number 3: electronic energy -3596.24991 Eh. Number 4: electronic energy -5707.28201 Eh. Number 5: electronic energy -2277.66634 Eh. Number 6: electronic energy -1078.89288 Eh.